# 1
Entry from the Open Molecules 2025 dataset: one molecule with the formula C13H17P in a non-equilibrium geometry (ωB97M-V/def2-TZVPD).

* ⟨S²⟩: 2.019
* maximum force: 0.1401 hartree/bohr
* LUMO energy (alpha / beta): 0.8350 / -1.9627 eV
* relative energy (zero: lowest compared OMol25 entry of this formula, charge and spin): 2.007 eV

ORCA input file:
```
! RIJCOSX wB97M-V def2-TZVPD def2/J DEFGRID3
* xyz 0 3
P -0.6078 1.2915 -1.2373
C -2.9717 -1.8851 -0.0469
C 0.7091 1.3211 0.1833
C -3.0891 0.8840 -0.1291
C 0.2234 1.1638 1.6135
C 1.1777 0.2017 -0.6723
C -4.1365 0.1201 0.3524
C -1.8439 0.2446 -0.4523
C -1.7923 -1.1551 -0.3888
C 3.2925 -0.8249 0.3664
C 2.1622 -0.7727 -0.6586
C -4.1384 -1.2593 0.2962
C 1.6525 2.4852 0.1253
C 2.2915 -1.7715 -1.7367
H 3.5634 -1.6599 0.9632
H 1.4918 -1.8727 -2.3543
H 3.1190 0.0862 1.0727
H -0.8854 -1.6222 -0.5953
H -0.3615 1.9905 1.9357
H -3.0824 -2.9606 -0.0360
H 1.8194 2.6992 -0.9882
H 2.6102 -2.6678 -1.3564
H 4.1904 -0.6640 -0.3135
H 1.0996 1.2691 2.2367
H -4.8589 0.8434 0.7468
H 1.3070 3.3303 0.6782
H -0.2766 0.1664 1.7802
H 2.5536 2.1906 0.4511
H -5.1074 -1.7346 0.6121
H 3.0234 -1.3756 -2.4113
H -3.1347 1.9383 -0.0366
*
```

These are the natural (NBO) partial charges, in e, on atoms 1 to 6:
1 P 0.691
2 C -0.206
3 C -0.394
4 C -0.204
5 C -0.613
6 C 0.002

# 2
Entry from the Open Molecules 2025 dataset: C13H18ClO4S4Se4Y as an isolated structure (ωB97M-V/def2-TZVPD).

* maximum force: 0.0101 hartree/bohr
* LUMO energy: 3.7500 eV
* relative energy (zero: lowest compared OMol25 entry of this formula, charge and spin): 0.556 eV

ORCA input file:
```
! RIJCOSX wB97M-V def2-TZVPD def2/J DEFGRID3
* xyz -2 1
Y 0.5351 -1.4619 0.3416
Se 0.5437 -1.9668 -2.5827
Se -0.8687 -3.9241 0.6609
Se -1.8634 -4.3922 -1.4080
Se -0.0263 -4.2180 -2.8377
Cl 7.6278 -1.0512 -0.0965
S -1.7727 0.6708 -1.7388
S 0.9244 -1.3377 3.1633
S -3.4992 2.9010 0.5144
S -2.7925 -0.9309 1.0744
O 1.7349 -2.0614 2.0809
O 0.2223 -2.2872 3.9993
O -0.0769 -0.5742 2.2814
O 1.7680 -0.4060 3.8808
C -3.8416 -0.7133 -0.4035
C -2.7137 2.1893 -2.0924
C -2.5818 3.2469 -1.0057
C -2.3390 1.8704 1.4842
C 3.9442 0.1731 0.9322
C 3.9364 -0.2117 -1.4309
C 1.8232 0.5831 -0.3465
C -3.0128 0.6079 2.0015
C -3.0260 -0.6206 -1.6913
C 5.2661 -0.5958 -1.3795
C 5.9328 -0.5813 -0.1671
C 3.2322 0.2084 -0.2851
C 5.2714 -0.2105 0.9928
H -3.7598 1.9213 -2.2463
H 1.5343 1.2828 0.4433
H -1.4816 1.6258 0.8635
H -1.9935 2.4736 2.3234
H -2.9728 4.2010 -1.3683
H 3.4256 0.4226 1.8519
H -4.4796 0.1590 -0.2553
H 3.4096 -0.2489 -2.3775
H 5.7823 -0.9139 -2.2768
H -3.6756 -0.5244 -2.5655
H -2.4519 -1.5422 -1.8270
H 5.7897 -0.2354 1.9430
H 1.5187 0.9486 -1.3289
H -4.4810 -1.5966 -0.4709
H -2.3255 2.5950 -3.0301
H -2.5733 0.3457 2.9654
H -1.5332 3.4041 -0.7476
H -4.0804 0.7760 2.1617
*
```

These are the natural (NBO) partial charges, in e, on atoms 1 to 6:
1 Y 1.762
2 Se -0.620
3 Se -0.547
4 Se -0.131
5 Se -0.096
6 Cl -0.087

# 3
Entry from the Open Molecules 2025 dataset: C13H18F3N2O15 as an isolated structure in a non-equilibrium geometry (ωB97M-V/def2-TZVPD).

* maximum force: 0.3245 hartree/bohr
* LUMO energy: 2.2678 eV
* relative energy (zero: lowest compared OMol25 entry of this formula, charge and spin): 19.926 eV

ORCA input file:
```
! RIJCOSX wB97M-V def2-TZVPD def2/J DEFGRID3
* xyz -1 1
F -6.4240 -3.6775 3.6954
F -8.5079 -4.1462 3.9998
F -0.8208 -7.0585 0.0525
O -3.8602 -9.8140 0.5280
O -4.4267 -3.3400 4.4953
O -2.5214 -8.9133 1.8637
O -3.8287 -7.5895 3.7990
O -7.1233 -5.8801 4.5520
O -2.9626 -5.3745 8.3639
O -3.6628 -5.4982 0.9180
O -4.6220 -6.5599 5.4266
O -5.7168 -7.0306 5.7145
O -5.4116 -3.1364 6.3331
O -4.5461 -5.0143 2.8313
O -4.0442 -1.4536 5.7681
O -3.0074 -6.9843 6.9530
O -7.4479 -5.8340 6.6679
O -3.0290 -7.6424 0.2254
N -2.5254 -6.0074 7.3755
N -4.5281 -5.6674 1.7558
C -5.4917 -4.2330 4.3958
C -1.9374 -6.9563 0.8098
C -8.5896 -5.1904 6.0848
C -1.7564 -7.7254 2.1042
C -3.7980 -6.5626 4.5080
C -1.2065 -5.6368 6.8857
C -3.1979 -8.8266 0.7984
C -5.3549 -6.9410 1.7921
C -4.5900 -2.4968 5.5730
C -6.7207 -6.3042 5.6716
C -5.8284 -4.4211 5.9075
C -2.7711 -5.4376 4.4083
C -8.4637 -5.3406 4.5733
H -1.0248 -4.5620 6.8843
H -0.7208 -7.9851 2.3238
H -0.5752 -6.1577 7.6056
H -2.2214 -7.2107 2.9450
H -9.1345 -5.9981 4.0204
H -8.5777 -4.1659 6.4567
H -9.5528 -5.6150 6.3678
H -5.0709 -5.1233 3.9284
H -2.6187 -5.2989 3.3380
H -5.2528 -7.6356 0.9583
H -2.0872 -5.8944 1.0049
H -0.9590 -5.9878 5.8839
H -6.9115 -4.5353 5.9526
H -2.9867 -4.5232 4.9610
H -5.3607 -5.3018 6.3478
H -5.0227 -7.4222 2.7119
H -6.3549 -6.5355 1.9460
H -1.7953 -5.6350 4.8521
*
```

These are the natural (NBO) partial charges, in e, on atoms 1 to 6:
1 F -0.342
2 F -0.324
3 F -0.355
4 O -0.625
5 O -0.560
6 O -0.458

# 4
Entry from the Open Molecules 2025 dataset: C13H18I2MoN3O8P2 as an isolated structure in a non-equilibrium geometry (ωB97M-V/def2-TZVPD).

* ⟨S²⟩: 2.025
* maximum force: 0.0446 hartree/bohr
* LUMO energy (alpha / beta): -3.7573 / -4.3552 eV
* relative energy (zero: lowest compared OMol25 entry of this formula, charge and spin): 0.000 eV

ORCA input file:
```
! RIJCOSX wB97M-V def2-TZVPD def2/J DEFGRID3
* xyz 1 3
I -5.1420 4.5436 0.3698
I -4.2295 0.0853 -3.5082
Mo 0.1405 -0.7228 -0.4896
P 1.4277 -2.1150 -2.9913
P 2.0049 -2.5102 -0.4291
O 1.1471 -3.1305 -4.1365
O 1.6550 -3.5590 0.5442
O 1.4006 -0.1574 1.0707
O -1.6691 -0.4016 -1.3342
O 2.1997 -3.0172 -1.9296
O 0.1365 -1.8107 -2.2261
O 2.2360 -0.9844 -3.4337
O 3.4668 -1.9586 -0.0942
N 1.1980 0.8277 -1.5302
N -0.4412 -2.1110 1.1665
N -0.9698 0.8831 0.7100
C -0.5558 1.4803 1.8330
C 2.5116 0.8869 -0.8436
C -4.2495 2.2512 -1.3482
C -2.4553 0.6276 -1.0372
C -1.2786 2.4523 2.4574
C -3.5405 1.0914 -1.7871
C -2.1166 1.3495 0.1018
C -2.8783 2.4408 0.6086
C -3.9878 2.9134 -0.1630
C 1.5038 -0.9575 2.2656
C -2.4637 2.9284 1.8620
C 0.1349 -1.5755 2.4281
C 2.4455 0.7887 0.7238
H 3.0941 1.7766 -1.1024
H -5.0543 2.6139 -1.9955
H 1.3854 0.4193 -2.4641
H 0.7216 1.7120 -1.6036
H 3.4426 0.4317 1.0412
H 0.7953 -3.9875 -3.8358
H -0.0252 -3.0337 0.9674
H -0.8944 2.8508 3.3576
H -0.5380 -0.8006 2.7348
H -1.4617 -2.1873 1.2820
H 1.6586 -0.3265 3.1122
H 4.1859 -2.6026 -0.0995
H 0.3673 1.1611 2.2159
H 2.2213 1.7565 1.1416
H 3.0698 0.0245 -1.2360
H -3.0689 3.6884 2.3214
H 2.3121 -1.6690 2.1531
H 0.1576 -2.3665 3.1496
*
```

These are the Löwdin partial charges, in e, on atoms 1 to 6:
1 I 0.986
2 I 0.944
3 Mo 1.682
4 P 0.156
5 P 0.456
6 O -0.047

# 5
Entry from the Open Molecules 2025 dataset: a 2-piece molecular cluster, C13H18N2O overall in a non-equilibrium geometry (ωB97M-V/def2-TZVPD).

* maximum force: 0.0379 hartree/bohr
* LUMO energy: 0.2257 eV
* relative energy (zero: lowest compared OMol25 entry of this formula, charge and spin): 2.248 eV

ORCA input file:
```
! RIJCOSX wB97M-V def2-TZVPD def2/J DEFGRID3
* xyz 0 1
O 0.0394 0.5989 2.1341
N 2.5251 0.9660 -1.3507
N 2.1050 -1.1858 -1.4933
C -3.2080 -1.1097 1.9796
C 3.8273 0.3726 -1.4896
C -0.8167 -0.2737 2.0294
C -2.7621 1.2748 2.0030
C -2.2858 -0.0463 2.0000
C 0.1605 0.3021 -1.3324
C -5.0474 0.4719 1.9526
C 3.5387 -1.1229 -1.4106
C 1.4115 -2.4312 -1.3991
C -4.5817 -0.8543 1.9554
C 2.3431 2.3826 -1.3469
C 1.5163 0.0452 -1.3906
C -4.1310 1.5355 1.9759
H -5.2993 -1.6806 1.9383
H 2.2314 2.7975 -2.3634
H 0.4418 -2.3572 -1.9015
H -4.4753 2.5721 1.9737
H 1.2387 -2.7440 -0.3541
H -6.1191 0.6807 1.9337
H -0.1521 1.3233 -1.1880
H -2.0384 2.0888 2.0277
H -0.5164 -0.5313 -1.4284
H 3.2255 2.8536 -0.8907
H 4.5040 0.7041 -0.6912
H -0.5220 -1.3426 1.9489
H 4.2880 0.6254 -2.4583
H 4.0083 -1.6762 -2.2342
H 2.0155 -3.2101 -1.8861
H 3.9094 -1.5395 -0.4602
H -2.8245 -2.1309 1.9850
H 1.4505 2.6410 -0.7682
*
```

These are the natural (NBO) partial charges, in e, on atoms 1 to 6:
1 O -0.521
2 N -0.429
3 N -0.432
4 C -0.175
5 C -0.200
6 C 0.427

# 6
Entry from the Open Molecules 2025 dataset: one molecule with the formula C13H18N2O2 (ωB97M-V/def2-TZVPD).

* maximum force: 0.0124 hartree/bohr
* LUMO energy: 0.7577 eV
* relative energy (zero: lowest compared OMol25 entry of this formula, charge and spin): 0.586 eV

ORCA input file:
```
! RIJCOSX wB97M-V def2-TZVPD def2/J DEFGRID3
* xyz 0 1
O -0.7188 -0.1625 -0.8920
O -2.6188 -1.9853 0.2828
N 3.3336 0.9816 -0.2611
N 2.0628 -0.8275 -0.9799
C -2.1589 1.6622 -0.1889
C -3.3301 2.1006 0.4045
C -1.8525 0.3095 -0.2773
C 3.4261 -0.9535 1.1008
C 4.2680 1.2988 0.7914
C 0.2166 0.7604 -1.4117
C -1.3676 -2.5942 0.0718
C 1.3824 -0.0501 -1.9869
C -4.2233 1.1844 0.9236
C -2.7497 -0.6239 0.2743
C 4.5171 -0.0012 1.6006
C -3.9247 -0.1624 0.8595
C 2.8994 -0.2044 -0.1083
H 0.5981 1.4173 -0.6203
H 2.1110 0.6410 -2.4125
H -5.1431 1.5114 1.3829
H -1.0400 -2.5047 -0.9666
H 5.5062 -0.3982 1.3751
H -4.5975 -0.9027 1.2627
H 4.4555 0.1778 2.6719
H 1.0128 -0.7310 -2.7566
H -0.2376 1.3689 -2.2040
H 1.5352 -1.6037 -0.6087
H -3.5364 3.1587 0.4514
H -0.6040 -2.1770 0.7346
H 3.8346 2.0892 1.4135
H -1.5173 -3.6468 0.3150
H 2.6240 -1.0833 1.8317
H -1.4784 2.3919 -0.5970
H 5.1851 1.6939 0.3480
H 3.8047 -1.9379 0.8266
*
```

These are the natural (NBO) partial charges, in e, on atoms 1 to 6:
1 O -0.542
2 O -0.498
3 N -0.516
4 N -0.599
5 C -0.292
6 C -0.223

- Number 1 is which compound?
  C13H17P

- Look up the relative energy (zero: lowest compared OMol25 entry of this formula, charge and spin) of the sixth one.
  0.586 eV